# 1
Here is a 3-piece molecular cluster, C14H23F6NO7S overall at a distorted geometry from the OMol25 dataset. Energies are from ωB97M-V/def2-TZVPD.

For the LUMO energy, the calculation gives 0.5 eV. The electronic energy comes out at -57853.01580 eV. The HOMO energy is -8.98 eV.

```
52
Properties=species:S:1:pos:R:3:lowdin_charge:R:1
N -2.096 0.147 -1.158 -0.005
C -0.696 0.598 -1.085 -0.270
C 0.348 -0.463 -1.494 -0.163
C 0.832 -1.397 -0.353 -0.296
C 1.248 -0.649 0.955 -0.154
C 0.520 -1.098 2.260 -0.161
C -0.856 -1.760 2.047 -0.195
O -0.600 -3.085 1.486 -0.228
S -0.321 -2.825 -0.110 0.737
O -1.620 -2.605 -0.776 -0.308
O 0.335 -4.026 -0.687 -0.321
H -2.248 -0.430 -1.972 0.060
H -2.648 0.985 -1.233 0.050
H -0.573 1.435 -1.806 0.099
H -0.544 1.037 -0.090 0.102
H 1.244 0.091 -1.820 0.122
H 0.032 -1.059 -2.360 0.123
H 1.742 -1.884 -0.729 0.121
H 2.321 -0.833 1.118 0.107
H 1.163 0.442 0.875 0.103
H 1.179 -1.714 2.885 0.110
H 0.336 -0.192 2.863 0.119
H -1.273 -1.961 3.040 0.129
H -1.539 -1.188 1.403 0.117
C -6.807 2.448 -5.018 -0.059
C -5.827 3.590 -5.195 -0.198
O -4.557 3.280 -4.597 0.033
C -3.757 2.503 -5.321 -0.402
O -4.012 2.061 -6.395 0.182
C -2.437 2.291 -4.587 -0.557
F -2.623 1.990 -3.299 0.151
F -1.681 3.389 -4.629 0.176
F -1.727 1.308 -5.119 0.182
H -6.902 2.188 -3.962 0.084
H -7.788 2.724 -5.404 0.083
H -6.469 1.554 -5.542 0.078
H -6.193 4.477 -4.681 0.125
H -5.698 3.851 -6.246 0.126
C 5.731 -1.337 2.839 -0.060
C 5.279 -2.232 3.975 -0.195
O 5.355 -1.547 5.236 0.037
C 4.347 -0.725 5.504 -0.401
O 3.415 -0.523 4.791 0.167
C 4.534 -0.103 6.884 -0.568
F 5.778 0.336 7.064 0.174
F 4.283 -0.993 7.844 0.176
F 3.720 0.925 7.072 0.179
H 6.731 -0.948 3.034 0.084
H 5.744 -1.890 1.900 0.083
H 5.067 -0.479 2.725 0.072
H 5.942 -3.091 4.058 0.127
H 4.270 -2.614 3.811 0.123
```



# 2
Here is C14H23N2O3Sn as an isolated structure at a distorted geometry from the OMol25 dataset. Energies are from ωB97M-V/def2-TZVPD.

For the LUMO energy, the calculation gives 2.5 eV. Its charge is -1. The electronic energy comes out at -29845.43126 eV. The HOMO energy is -2.90 eV.

```
43
Properties=species:S:1:pos:R:3:lowdin_charge:R:1
Sn -1.915 1.198 -1.187 1.023
N -4.341 2.506 2.561 0.060
C -3.454 2.423 1.361 -0.133
C -2.100 1.941 1.960 -0.579
O -2.150 2.050 3.258 0.021
O -1.225 1.528 1.246 -0.033
H -4.926 3.311 2.619 0.106
H -3.310 2.355 3.302 0.074
H -4.906 1.674 2.628 0.125
H -3.300 3.402 0.910 0.119
H -3.832 1.721 0.623 0.048
C -1.443 -3.913 0.348 -0.067
C -0.227 -3.082 0.018 -0.295
C 1.054 -3.652 0.069 -0.071
C 2.139 -2.849 -0.233 -0.315
C 3.539 -3.416 -0.193 -0.077
C 1.968 -1.512 -0.577 -0.021
C 0.688 -0.890 -0.642 -0.272
C -0.398 -1.759 -0.322 -0.024
N 0.376 0.400 -0.973 -0.078
C 1.306 1.522 -1.165 -0.645
C 0.958 2.644 -0.152 -0.097
C 2.816 1.293 -0.972 -0.087
C 1.144 2.072 -2.594 -0.098
H -1.161 -4.932 0.624 0.059
H -2.128 -3.960 -0.500 0.074
H -2.004 -3.470 1.173 0.074
H 1.191 -4.695 0.340 0.089
H 3.527 -4.474 0.078 0.060
H 4.162 -2.890 0.536 0.069
H 4.036 -3.323 -1.163 0.069
H 2.869 -0.973 -0.806 0.059
H -1.408 -1.364 -0.326 0.049
H 1.093 2.263 0.862 0.079
H -0.076 2.983 -0.243 0.013
H 1.616 3.509 -0.307 0.073
H 3.045 0.916 0.025 0.082
H 3.318 2.258 -1.096 0.072
H 3.224 0.614 -1.719 0.069
H 0.112 2.361 -2.782 -0.003
H 1.420 1.294 -3.311 0.079
H 1.789 2.945 -2.756 0.071
O -3.086 -0.029 -0.522 -0.820
```



# 3
Here is a 3-piece molecular cluster, C14H23N2OPS overall at a distorted geometry from the OMol25 dataset. Energies are from ωB97M-V/def2-TZVPD.

For the LUMO energy, the calculation gives 0.7 eV. The electronic energy comes out at -40041.65286 eV. The HOMO energy is -8.70 eV.

```
42
Properties=species:S:1:pos:R:3:lowdin_charge:R:1
C 1.221 0.050 2.807 -0.107
C 2.144 1.112 2.140 -0.296
C 2.280 0.763 0.661 -0.529
C 0.986 1.029 -0.131 -0.090
P 3.696 1.514 -0.270 0.540
O 3.772 0.142 -1.358 -0.393
S 3.744 3.449 0.783 0.362
H 0.334 0.520 3.214 0.058
H 0.917 -0.715 2.106 0.049
H 1.723 -0.437 3.639 0.069
H 3.120 1.059 2.611 0.091
H 1.678 2.076 2.289 0.080
H 2.459 -0.305 0.617 0.096
H 0.874 0.229 -0.858 0.066
H 1.036 1.965 -0.678 0.070
H 0.123 0.990 0.525 0.072
H 3.411 2.254 -1.422 0.006
H 5.032 1.257 0.082 0.010
H 4.494 -0.456 -1.103 0.024
H 4.895 3.394 1.468 -0.218
N -0.917 0.981 -4.030 0.056
C 0.078 0.106 -3.902 -0.162
C -0.091 -1.269 -3.975 -0.074
C -1.366 -1.764 -4.193 -0.085
C -2.414 -0.868 -4.329 -0.080
C -2.136 0.488 -4.241 -0.160
H 1.059 0.535 -3.728 0.102
H 0.757 -1.931 -3.864 0.102
H -1.540 -2.830 -4.257 0.104
H -3.425 -1.211 -4.500 0.098
H -2.927 1.223 -4.344 0.101
N -1.611 -1.367 2.816 0.055
C -2.472 -1.312 3.829 -0.149
C -3.843 -1.181 3.669 -0.073
C -4.350 -1.100 2.383 -0.081
C -3.469 -1.155 1.315 -0.070
C -2.117 -1.290 1.586 -0.153
H -2.033 -1.374 4.820 0.105
H -4.495 -1.143 4.531 0.101
H -5.415 -0.996 2.215 0.105
H -3.821 -1.094 0.294 0.101
H -1.393 -1.338 0.778 0.101
```



# 4
Here is C14H23N2PSSn as an isolated structure at a distorted geometry from the OMol25 dataset. Energies are from ωB97M-V/def2-TZVPD.

For the LUMO energy, the calculation gives -0.1 eV. The energy relative to the best compared isomer or geometry (same formula, charge and spin) is 0.000 eV. The electronic energy comes out at -43823.30043 eV. The HOMO energy is -7.62 eV.

```
42
Properties=species:S:1:pos:R:3:lowdin_charge:R:1
C -2.748 0.200 -4.198 -0.084
C -2.470 -0.964 -3.488 -0.059
C -1.722 -0.941 -2.289 -0.276
C -1.349 0.318 -1.751 -0.305
C -1.461 1.444 -2.586 -0.398
C -2.220 1.411 -3.762 -0.058
C -1.576 -2.277 -1.618 -0.131
C -0.277 -3.180 -1.623 -0.185
N 1.053 -2.725 -1.890 -0.285
Sn -1.103 1.179 0.370 0.917
C -0.809 2.754 -2.206 -0.368
P 0.676 2.327 -1.165 0.713
H -2.870 -1.919 -3.848 0.111
H -2.383 2.327 -4.338 0.113
H -3.353 0.154 -5.104 0.103
H -1.490 3.384 -1.614 0.074
H -0.466 3.317 -3.089 0.096
H -1.883 -2.172 -0.568 0.105
H -2.303 -2.945 -2.108 0.100
H -0.220 -3.613 -0.613 0.106
C 1.282 3.890 -0.449 -0.282
C 1.854 1.982 -2.524 -0.248
H -0.470 -4.010 -2.323 0.110
C 1.364 -1.885 -3.014 -0.083
C 1.980 -2.697 -0.780 -0.090
H -0.290 0.374 1.756 -0.212
H 1.851 -2.452 -3.829 0.083
H 0.456 -1.408 -3.405 0.075
H 2.090 -1.129 -2.672 0.063
H 2.725 -3.509 -0.846 0.081
H 2.516 -1.736 -0.789 0.070
H 1.406 -2.832 0.149 0.081
H 2.085 2.915 -3.062 0.055
H 2.776 1.566 -2.095 0.044
H 1.437 1.257 -3.238 0.044
H 1.388 4.672 -1.218 0.050
H 0.596 4.224 0.346 0.041
H 2.265 3.677 0.005 0.050
H 0.334 0.072 2.958 -0.054
S 0.279 -0.625 6.641 0.628
C 0.416 -0.325 5.098 -0.902
N 0.638 -0.101 3.941 0.108
```



# 5
Here is C14H23N3O2S as an isolated structure at a distorted geometry from the OMol25 dataset. Energies are from ωB97M-V/def2-TZVPD.

For the LUMO energy, the calculation gives 0.3 eV. The energy relative to the best compared isomer or geometry (same formula, charge and spin) is 14.785 eV. The electronic energy comes out at -34277.74738 eV. The HOMO energy is -8.43 eV.

```
43
Properties=species:S:1:pos:R:3:lowdin_charge:R:1
C -3.552 -1.154 2.885 -0.100
C -2.686 -0.820 1.523 -0.219
C -3.263 -1.442 0.287 -0.278
C -2.753 -1.135 -1.047 -0.230
C -1.300 -1.646 -1.324 -0.035
C -0.429 -0.403 -0.791 -0.186
C -0.423 0.595 -1.799 -0.196
C 0.300 2.064 -1.668 -0.091
C -0.475 2.658 -0.451 -0.476
O -1.550 2.837 -0.300 0.228
O 0.361 3.059 0.684 0.052
C 1.645 2.541 0.283 -0.394
C 2.152 1.199 1.302 -0.454
H 1.901 1.827 2.451 0.162
H 1.616 0.420 1.090 -0.030
S 3.850 1.021 1.553 0.923
C 4.024 -0.541 0.506 -0.618
N 2.955 -1.017 -0.101 0.111
C 3.682 -1.923 -0.832 -0.223
N 4.830 -2.086 -0.418 0.049
N 5.080 -1.081 0.158 -0.044
H 5.937 -0.802 0.749 0.223
H 3.025 -2.610 -1.315 0.111
C 1.709 1.994 -0.899 -0.199
H 2.431 2.734 -1.920 0.206
H 2.211 0.939 -1.125 0.131
H 2.407 3.135 0.525 0.084
H 0.259 2.913 -2.406 0.158
H 0.119 0.278 -2.716 0.131
H -1.319 0.914 -2.206 0.088
H 0.638 -0.609 -0.729 0.095
H -0.737 0.143 -0.049 0.051
H -1.069 -2.275 -0.499 0.102
H -1.150 -1.918 -2.218 0.040
H -2.969 -0.091 -1.126 0.109
H -3.337 -1.380 -1.782 0.055
H -3.268 -2.605 0.268 0.134
H -4.498 -1.312 0.542 0.169
H -1.811 -1.050 1.672 -0.011
H -2.998 0.396 1.454 0.183
H -3.488 -2.302 3.151 0.095
H -4.785 -0.785 2.951 0.141
H -3.270 -0.682 3.686 -0.048
```



# 6
Here is the molecule C14H23N3O2S from the OMol25 dataset. Energies are from ωB97M-V/def2-TZVPD.

For the LUMO energy, the calculation gives 0.4 eV. The energy relative to the best compared isomer or geometry (same formula, charge and spin) is 0.033 eV. The electronic energy comes out at -34292.49907 eV. The HOMO energy is -9.06 eV.

```
43
Properties=species:S:1:pos:R:3:lowdin_charge:R:1
C 3.708 -4.093 3.709 -0.120
C 2.961 -2.779 3.904 -0.279
C 1.774 -2.654 2.951 -0.237
C 1.029 -1.335 3.141 -0.223
C -0.241 -1.226 2.297 -0.217
C 0.037 -1.125 0.798 -0.206
C -1.256 -0.948 0.006 -0.155
C -1.003 -0.818 -1.502 -0.203
C -2.326 -0.929 -2.252 -0.454
O -3.051 -1.878 -2.282 0.137
O -2.600 0.214 -2.897 0.071
C -1.642 1.228 -2.626 -0.345
C -2.319 2.278 -1.742 -0.386
H -3.155 2.730 -2.273 0.091
H -2.670 1.831 -0.811 0.085
S -1.188 3.609 -1.248 0.983
C -1.027 4.435 -2.761 -0.675
N -1.535 4.069 -3.919 0.076
C -1.127 5.042 -4.760 -0.222
N -0.403 5.973 -4.194 0.042
N -0.336 5.587 -2.910 -0.001
H 0.165 6.127 -2.223 0.151
H -1.377 5.045 -5.800 0.103
C -0.448 0.534 -1.947 -0.089
H 0.369 0.409 -2.657 0.126
H -0.086 1.126 -1.108 0.086
H -1.380 1.696 -3.580 0.131
H -0.365 -1.649 -1.814 0.157
H -1.902 -1.813 0.168 0.128
H -1.788 -0.064 0.368 0.119
H 0.540 -2.029 0.454 0.113
H 0.704 -0.280 0.614 0.116
H -0.876 -2.093 2.487 0.116
H -0.793 -0.337 2.611 0.112
H 1.697 -0.503 2.900 0.113
H 0.754 -1.239 4.194 0.111
H 2.138 -2.731 1.925 0.107
H 1.085 -3.484 3.124 0.119
H 3.646 -1.944 3.739 0.108
H 2.605 -2.714 4.935 0.107
H 4.089 -4.168 2.693 0.070
H 3.046 -4.938 3.889 0.070
H 4.547 -4.163 4.397 0.066
```